Here is a 4-piece molecular cluster, C26H43N6O6S overall from OMol25. Energies are from ωB97M-V/def2-TZVPD.

Frontier orbital gap = 7.3 eV
HOMO level = -0.4180 hartree
Net charge = +1
E_tot = -59710.3673 eV

Positions of all 82 atoms, in Å:
N (4.452, 2.064, 0.444)
C (3.635, 1.029, -0.163)
C (2.481, 0.463, 0.716)
O (2.666, 0.710, 2.091)
C (1.062, 0.896, 0.273)
C (0.491, 0.135, -0.864)
C (-0.503, -0.808, -0.804)
C (-1.269, -1.333, 0.364)
C (-2.794, -1.153, 0.144)
C (-3.463, -0.489, 1.321)
O (-2.896, 0.329, 2.001)
N (-4.815, -0.900, 1.550)
C (-5.784, 0.037, 1.035)
C (-5.881, 1.351, 1.467)
C (-6.851, 2.185, 0.951)
C (-7.742, 1.729, -0.005)
C (-7.635, 0.426, -0.461)
C (-6.661, -0.405, 0.062)
N (-0.732, -1.241, -2.084)
N (-1.637, -2.237, -2.510)
C (-2.610, -1.817, -3.169)
S (-3.988, -1.357, -3.651)
C (0.068, -0.606, -2.947)
N (0.791, 0.232, -2.208)
N (1.748, 1.112, -2.795)
C (1.176, 1.973, -3.494)
O (0.676, 2.770, -4.122)
H (5.311, 1.706, 0.832)
H (3.953, 2.646, 1.097)
H (4.296, 0.192, -0.377)
H (3.288, 1.390, -1.127)
H (2.507, -0.624, 0.631)
H (2.387, 1.613, 2.281)
H (0.413, 0.734, 1.130)
H (1.026, 1.971, 0.074)
H (-1.053, -2.391, 0.480)
H (-0.973, -0.793, 1.256)
H (-3.287, -2.079, -0.133)
H (-2.950, -0.475, -0.698)
H (-4.938, -1.076, 2.541)
H (-5.194, 1.729, 2.210)
H (-6.952, 3.208, 1.283)
H (-8.513, 2.382, -0.380)
H (-8.316, 0.065, -1.218)
H (-6.592, -1.422, -0.302)
H (0.132, -0.717, -4.012)
C (3.025, 6.193, -1.131)
C (4.201, 5.739, -1.984)
C (3.729, 5.069, -3.267)
O (5.025, 4.846, -1.244)
H (2.412, 5.333, -0.838)
H (3.378, 6.667, -0.216)
H (2.392, 6.901, -1.669)
H (4.825, 6.598, -2.231)
H (3.138, 4.176, -3.031)
H (4.581, 4.745, -3.865)
H (3.116, 5.742, -3.867)
H (4.495, 4.073, -1.011)
C (6.397, -2.043, 3.196)
C (7.127, -0.749, 2.872)
C (7.873, -0.214, 4.084)
O (6.197, 0.230, 2.398)
H (5.655, -1.878, 3.981)
H (5.865, -2.413, 2.318)
H (7.090, -2.815, 3.533)
H (7.831, -0.920, 2.057)
H (7.175, 0.006, 4.896)
H (8.387, 0.715, 3.837)
H (8.608, -0.933, 4.446)
H (5.562, 0.398, 3.103)
C (-4.432, -5.404, -1.665)
C (-4.511, -5.280, -0.151)
C (-4.663, -6.640, 0.513)
O (-5.596, -4.429, 0.212)
H (-5.346, -5.847, -2.067)
H (-4.327, -4.416, -2.120)
H (-3.586, -6.022, -1.970)
H (-3.607, -4.793, 0.222)
H (-5.587, -7.123, 0.185)
H (-4.720, -6.531, 1.596)
H (-3.827, -7.297, 0.272)
H (-6.410, -4.838, -0.102)

Here is one molecule with the formula C3H5N3O3 from OMol25. Energies are from ωB97M-V/def2-TZVPD.

Frontier orbital gap = 9.7 eV
HOMO level = -0.3553 hartree
E_tot = -13801.0156 eV
Relative energy (zero: lowest compared OMol25 entry of this formula, charge and spin) = 446.0 kJ/mol
SMILES string = O=C/C=N/NC(=O)NO

Positions of all 14 atoms, in Å:
O (1.349, -2.842, 1.546)
C (1.546, -1.668, 1.338)
C (0.602, -0.933, 0.343)
N (1.126, 0.216, 0.041)
N (0.538, 1.145, -0.725)
C (-0.692, 1.069, -1.327)
O (-0.989, 1.466, -2.464)
N (-1.642, 0.432, -0.538)
O (-1.431, 0.326, 0.807)
H (2.413, -0.970, 1.911)
H (-0.259, -1.439, -0.158)
H (1.187, 1.813, -1.078)
H (-2.613, 0.229, -0.867)
H (-1.136, 1.155, 1.170)

Here is a 2-piece molecular cluster, C5H11O4P overall from OMol25. Energies are from ωB97M-V/def2-TZVPD.

Frontier orbital gap (alpha / beta) = 3.6 / 6.1 eV
2S+1 = 3
HOMO level (alpha / beta) = 0.1061 / 0.0011 hartree
Net charge = -2
E_tot = -22839.5925 eV
⟨S²⟩ = 2.008

Positions of all 21 atoms, in Å:
C (-0.764, -0.713, 1.375)
C (-1.822, -1.418, -0.736)
C (0.257, 2.612, -0.132)
C (-0.542, -1.225, 0.021)
C (0.382, -0.208, -0.621)
O (2.412, -0.434, 1.476)
O (3.037, 0.759, -0.786)
O (2.477, -1.674, -0.664)
O (0.104, 0.337, -1.673)
P (2.283, -0.314, -0.071)
H (-1.325, -1.454, 1.953)
H (0.238, -0.518, 1.882)
H (-1.318, 0.255, 1.359)
H (-2.319, -2.456, -0.604)
H (-1.606, -1.376, -1.808)
H (-2.442, -0.553, -0.457)
H (0.185, 2.758, -1.264)
H (-0.723, 2.842, 0.395)
H (0.549, 1.605, 0.041)
H (-0.066, -2.207, -0.016)
H (1.001, 3.382, 0.328)

Here is one molecule with the formula C4H7NO2 from OMol25. Energies are from ωB97M-V/def2-TZVPD.

Frontier orbital gap = 10.4 eV
HOMO level = -0.3573 hartree
E_tot = -9845.3362 eV
Relative energy (zero: lowest compared OMol25 entry of this formula, charge and spin) = 187.5 kJ/mol
SMILES string = O[C@@H]1C=NC[C@H]1O

Positions of all 14 atoms, in Å:
O (-1.590, -0.721, -1.021)
C (-0.304, -0.060, -0.896)
C (0.895, -1.082, -0.630)
N (1.228, -1.141, 0.597)
C (0.446, -0.163, 1.389)
C (-0.253, 0.755, 0.380)
O (0.463, 1.956, 0.334)
H (-1.375, -1.464, -1.632)
H (-0.095, 0.539, -1.767)
H (1.271, -1.766, -1.374)
H (1.032, 0.389, 2.120)
H (-0.322, -0.769, 1.879)
H (-1.268, 0.942, 0.762)
H (-0.129, 2.587, -0.142)